No. 1
The following is a quantum chemistry calculation of C33H26N6PdS2 as an isolated structure, from OMol25.

Last column: Mulliken charge in e.
Atoms and positions in Å:
Pd -0.203 -0.541 -0.726  0.137
N 3.577 -0.163 1.547  -0.496
C 2.737 -0.412 0.505  0.523
S 2.266 0.891 -0.518  -0.468
N 2.305 -1.637 0.326  -1.339
N 1.481 -1.810 -0.696  0.711
C 1.784 -2.356 -1.868  0.424
C 3.080 -3.005 -2.126  0.277
C 3.127 -4.222 -2.812  -0.529
C 4.337 -4.768 -3.194  -0.685
C 5.526 -4.140 -2.859  -0.432
C 5.493 -2.978 -2.105  -0.806
C 4.284 -2.411 -1.745  -0.097
C 0.815 -2.169 -2.896  0.571
C 0.973 -2.606 -4.234  -0.786
C 0.044 -2.291 -5.186  -0.617
C -1.095 -1.565 -4.802  -1.000
C -1.188 -1.133 -3.499  -0.069
N -0.265 -1.376 -2.567  0.148
H 4.105 0.694 1.486  0.222
H 4.051 -0.963 1.940  0.260
H 2.208 -4.743 -3.039  0.682
H 4.351 -5.684 -3.766  0.373
H 6.469 -4.553 -3.186  0.397
H 6.415 -2.495 -1.816  0.405
H 4.280 -1.482 -1.197  0.341
H 1.856 -3.162 -4.506  0.496
H 0.187 -2.593 -6.213  0.440
H -1.867 -1.318 -5.511  0.451
H -2.050 -0.551 -3.197  0.390
C -3.649 3.236 -2.548  -0.612
C -2.290 2.895 -2.652  -0.920
C -1.812 1.789 -2.006  0.024
C -2.677 0.953 -1.257  1.838
C -2.210 -0.244 -0.657  -0.660
C -3.083 -1.047 0.026  -0.479
C -4.432 -0.674 0.181  -0.874
C -4.901 0.479 -0.382  -0.934
C -4.046 1.315 -1.131  0.517
C -4.499 2.481 -1.788  -0.828
H -4.021 4.106 -3.072  0.398
H -1.634 3.510 -3.251  0.430
H -0.750 1.510 -2.078  0.603
H -2.750 -1.984 0.462  0.395
H -5.085 -1.315 0.756  0.415
H -5.935 0.771 -0.263  0.400
H -5.540 2.759 -1.694  0.400
S -2.359 2.188 4.695  -0.162
C -1.483 1.456 3.331  0.365
C -1.378 0.068 3.240  -0.889
C -0.768 -0.486 2.138  -0.445
N -0.299 0.254 1.121  0.241
C -0.376 1.591 1.225  -0.278
C -0.945 2.228 2.305  -0.778
C -0.965 2.904 5.576  0.317
C -0.377 4.091 5.172  -0.102
C 0.699 4.558 5.913  -0.464
N 1.178 3.937 6.975  -0.577
C 0.601 2.812 7.357  -0.365
C -0.476 2.245 6.692  -0.202
H -1.772 -0.551 4.031  0.494
H -0.652 -1.563 2.045  0.505
H 0.042 2.171 0.407  0.434
H -0.972 3.304 2.346  0.321
H -0.752 4.643 4.326  0.434
H 1.194 5.483 5.648  0.359
H 1.019 2.343 8.238  0.354
H -0.930 1.329 7.033  0.396

HOMO energy   -7.07 eV
Kohn-Sham gap   6.4578 eV
LUMO level   -0.61 eV
Multiplicity   1

---

No. 2
The following is a quantum chemistry calculation of C33H27CrN4O4 as an isolated structure, from OMol25.

Last column: Mulliken spin population.
Atoms and positions in Å:
Cr 0.910 -0.419 0.167  3.014
O 0.078 -1.120 1.787  0.012
C 0.533 -1.497 2.937  0.002
C -0.385 -1.839 3.960  0.004
C 0.053 -2.242 5.195  0.001
C 1.422 -2.342 5.495  0.005
C 2.329 -2.026 4.519  -0.001
C 1.914 -1.598 3.242  0.015
C 2.917 -1.318 2.265  0.026
N 2.730 -0.879 1.070  -0.072
C 3.912 -0.708 0.223  0.015
C 3.428 -0.557 -1.208  0.005
N 2.314 0.386 -1.188  -0.047
C 2.563 1.561 -1.685  0.027
C 1.729 2.699 -1.810  0.002
C 2.362 3.965 -1.900  -0.001
C 1.647 5.125 -1.951  0.004
C 0.230 5.043 -1.963  0.001
C -0.420 3.847 -1.960  0.004
C 0.295 2.591 -1.923  0.008
O -0.288 1.489 -2.012  0.013
H -1.440 -1.768 3.729  0.002
H -0.676 -2.495 5.956  0.000
H 1.747 -2.667 6.473  0.000
H 3.393 -2.102 4.717  0.000
H 3.947 -1.509 2.579  -0.004
H 4.593 -1.555 0.336  0.001
H 4.445 0.202 0.521  -0.002
H 3.083 -1.513 -1.601  -0.001
H 4.243 -0.199 -1.843  -0.002
H 3.597 1.727 -2.008  -0.005
H 3.449 3.996 -1.891  0.000
H 2.140 6.086 -1.991  0.000
H -0.349 5.960 -1.997  0.000
H -1.501 3.788 -2.001  -0.001
C 1.784 2.361 1.454  0.011
O 0.733 1.528 0.961  0.032
C -0.569 1.981 1.060  0.008
C -0.916 3.166 1.679  0.000
C -2.254 3.542 1.701  -0.003
C -3.220 2.745 1.110  0.002
C -2.859 1.558 0.490  0.007
C -1.531 1.168 0.466  -0.002
N -1.062 -0.019 -0.166  -0.210
N -1.933 -0.713 -0.719  0.049
C -1.607 -1.883 -1.370  0.048
C -0.329 -2.462 -1.415  0.015
O 0.737 -2.005 -0.822  0.001
C -0.157 -3.673 -2.158  0.007
C -1.191 -4.267 -2.795  0.003
C -2.504 -3.715 -2.760  0.001
C -3.577 -4.342 -3.426  -0.001
C -4.834 -3.803 -3.388  0.003
C -5.049 -2.611 -2.677  0.000
C -4.021 -1.982 -2.024  0.001
C -2.716 -2.519 -2.045  -0.001
H 1.704 2.462 2.537  0.002
H 1.742 3.332 0.961  0.001
H 2.710 1.860 1.190  -0.004
H -0.169 3.800 2.132  0.000
H -2.533 4.470 2.181  0.000
H -4.258 3.048 1.124  0.000
H -3.592 0.927 0.010  0.000
H 0.841 -4.092 -2.178  0.001
H -1.031 -5.186 -3.347  0.000
H -3.384 -5.258 -3.971  0.000
H -5.655 -4.286 -3.900  0.000
H -6.042 -2.179 -2.646  0.000
H -4.201 -1.062 -1.489  0.001

HOMO energy (spin up / spin down)   -6.87 / -6.90 eV
Kohn-Sham gap (spin up / spin down)   6.4969 / 6.2859 eV
⟨S²⟩   3.78
LUMO level (spin up / spin down)   -0.37 / -0.61 eV
Multiplicity   4

---

No. 3
The following is a quantum chemistry calculation of C33H27CsI2N10O2 as an isolated structure, from OMol25.

Last column: Mulliken charge in e.
Atoms and positions in Å:
Cs 0.564 2.169 -2.046  1.103
I 5.288 8.535 -2.093  -0.014
C 4.143 6.842 -2.364  0.151
C 2.904 7.091 -2.928  -0.631
C 2.248 5.993 -3.490  -0.255
I 0.479 6.298 -4.582  0.016
C 2.749 4.675 -3.506  0.131
O 2.185 3.661 -4.033  -0.844
C 3.961 4.548 -2.725  0.492
C 4.322 3.129 -2.315  -0.905
N 3.348 2.765 -1.319  0.012
C 3.750 1.582 -0.645  -0.728
C 3.105 1.425 0.716  0.297
C 3.499 2.279 1.805  -0.739
C 2.802 2.192 2.936  -0.219
C 1.719 1.334 3.048  -0.785
C 1.379 0.569 1.949  -0.173
N 2.064 0.611 0.770  0.025
C 4.724 5.617 -2.253  -0.579
H 2.426 8.067 -2.963  0.343
H 5.387 3.060 -1.887  0.449
H 4.337 2.403 -3.114  0.324
H 3.273 3.516 -0.635  0.243
H 4.897 1.431 -0.615  0.308
H 3.330 0.751 -1.253  0.260
H 4.352 2.999 1.753  0.374
H 3.163 2.740 3.835  0.361
H 1.061 1.403 3.912  0.401
H 0.446 -0.055 2.003  0.342
H 5.736 5.427 -1.779  0.250
C -5.147 0.986 0.414  -1.059
N -3.797 1.472 0.577  1.002
C -2.741 1.149 -0.187  -0.314
N -1.638 1.727 0.286  -0.169
C -2.103 2.408 1.369  -0.427
N -3.395 2.324 1.511  -1.051
C -5.429 -0.341 0.995  1.032
C -6.771 -0.656 1.321  -0.801
C -7.134 -1.932 1.729  -0.673
C -6.125 -2.844 1.999  -0.878
C -4.818 -2.485 1.752  0.147
C -4.457 -1.236 1.235  -0.381
C -3.845 -3.572 2.032  0.384
N -3.922 -4.576 2.867  -0.456
N -2.718 -5.286 2.749  -0.501
C -1.950 -4.612 1.920  0.513
O -2.589 -3.545 1.399  -0.226
C -0.583 -4.913 1.557  -0.079
C 0.174 -5.829 2.247  -1.044
C 1.436 -6.138 1.781  -0.280
C 2.043 -5.559 0.634  -0.971
C 1.287 -4.596 0.005  1.049
C 1.853 -3.825 -1.152  -1.079
N 0.972 -2.981 -1.907  0.815
C 0.768 -1.661 -1.767  -0.379
N -0.228 -1.294 -2.512  -0.404
C -0.737 -2.457 -3.003  -0.294
N 0.018 -3.525 -2.682  -0.799
C -0.029 -4.323 0.418  -0.321
H -5.458 0.891 -0.644  0.290
H -5.841 1.649 0.924  0.472
H -2.815 0.404 -0.990  0.452
H -1.549 3.066 1.990  0.479
H -7.518 0.118 1.178  0.386
H -8.165 -2.189 2.070  0.324
H -6.371 -3.835 2.361  0.470
H -3.413 -1.081 1.156  0.864
H -0.244 -6.379 3.070  0.528
H 2.101 -6.874 2.271  0.325
H 3.026 -5.856 0.304  0.475
H 2.273 -4.510 -1.924  0.361
H 2.636 -3.214 -0.825  0.395
H 1.446 -1.044 -1.193  0.589
H -1.661 -2.549 -3.448  0.491
H -0.485 -3.536 -0.069  0.729

HOMO energy   -6.48 eV
Kohn-Sham gap   6.0077 eV
LUMO level   -0.48 eV
Multiplicity   1

---

Question: Number 1 is which compound?
Answer: C33H26N6PdS2

---

Question: Look up the multiplicity of the third one.
Answer: 1